Entry 1:
DFT (ωB97M-V/def2-TZVPD) results for a molecular structure, C31H22BrN9O6Os.

Cartesian coordinates (Å):
Os -1.1800 2.3582 -1.0909
C -2.4171 0.6786 4.0367
N -1.8437 1.4542 2.8974
C -2.1898 1.3807 1.6383
N -1.3389 2.1420 0.9409
C -0.4627 2.6602 1.8832
N -0.7401 2.2577 3.0846
C -2.3012 -0.8184 3.8244
C -3.3270 -1.6479 4.2417
C -3.2072 -3.0258 4.0969
C -2.0769 -3.5769 3.5154
C -1.0507 -2.7435 3.0839
C -1.1586 -1.3707 3.2474
C 0.1389 -3.3275 2.4435
N 0.4231 -4.5607 2.2450
N 1.6748 -4.5675 1.5591
C 1.9973 -3.3386 1.4037
O 1.0789 -2.4911 1.9343
C 3.1321 -2.7611 0.6708
C 4.0327 -3.5939 0.0189
C 5.0660 -3.0358 -0.7158
C 5.1873 -1.6541 -0.8304
C 4.2885 -0.8240 -0.1851
C 4.3783 0.6845 -0.3358
N 3.1379 1.2833 -0.9111
C 2.0314 1.6209 -0.2763
N 1.1034 1.9638 -1.1656
C 1.7398 1.7869 -2.3807
N 2.9740 1.3617 -2.2623
C 3.2732 -1.3861 0.5812
H -3.4502 0.9764 4.1680
H -1.8608 1.0081 4.9048
H -3.0339 0.8183 1.2545
H 0.3381 3.3540 1.6505
H -4.2215 -1.2259 4.6989
H -4.0061 -3.6735 4.4434
H -1.9754 -4.6493 3.3895
H -0.3232 -0.7358 2.9479
H 3.9130 -4.6697 0.0931
H 5.7819 -3.6817 -1.2165
H 5.9901 -1.2278 -1.4292
H 5.1760 0.9558 -1.0103
H 4.5522 1.1704 0.6188
H 1.9320 1.6428 0.8029
H 1.2755 1.9664 -3.3453
H 2.5788 -0.7565 1.1334
O -1.0781 7.3253 -4.8247
C -0.9435 6.3731 -4.1224
C -0.7614 6.3844 -2.5723
O -0.5461 7.3091 -1.8474
C -0.8826 4.9257 -2.1602
C -1.0269 4.0860 -3.2861
O -1.1792 2.8173 -3.0968
C -0.9709 4.8813 -4.5787
O -0.8926 4.4313 -5.6819
O -0.8788 4.3871 -0.9826
C -0.3375 -3.0180 -2.1520
C -1.3314 -1.9092 -1.9471
C -2.7007 -2.1030 -2.1259
C -3.5957 -1.0515 -2.0023
C -3.0981 0.1789 -1.6794
Br -4.2268 1.6648 -1.5002
N -1.7931 0.3981 -1.4678
C -0.9194 -0.6406 -1.6110
H -0.5824 -3.8811 -1.5269
H 0.6778 -2.6979 -1.9254
H -0.3597 -3.3525 -3.1916
H -3.0734 -3.0937 -2.3821
H -4.6573 -1.1791 -2.1702
H 0.1276 -0.4167 -1.4625

As for the energy relative to the best compared isomer or geometry (same formula, charge and spin): 0.75 kcal per mole. As for the LUMO energy (spin up / spin down): -6.264 / -9.131 eV. The net charge is +2. The calculation puts the gap between HOMO and LUMO (spin up / spin down) at 7.35 / 4.48 eV. Its spin multiplicity is 5.

***

Entry 2:
DFT (ωB97M-V/def2-TZVPD) results for a molecular structure, C42H48BrN4Pb.

Cartesian coordinates (Å):
Pb -1.0397 -0.2996 0.3062
C -1.7564 2.9129 -5.6800
C -2.7766 2.1126 -4.8662
C -2.1343 1.0809 -3.9930
C -1.9350 -0.2420 -4.2540
C -2.3160 -1.0143 -5.4775
C -1.1484 -1.1904 -6.4527
C -1.1895 -0.7705 -3.1223
N -0.9415 0.2086 -2.2233
C -1.5046 1.3396 -2.7081
C -1.4560 2.5823 -2.0673
C -0.8206 2.9028 -0.8673
C -0.6296 4.2542 -0.3729
C -1.1438 5.5060 -1.0146
C -2.5907 5.8079 -0.6138
C 0.0972 4.1474 0.7760
C 0.3480 2.7320 0.9701
C 1.1372 2.1903 1.9946
C 1.5644 0.8723 2.1115
N 1.1440 -0.1694 1.3464
C 1.9116 -1.2425 1.6675
C 1.8976 -2.4804 1.0294
C 1.2350 -2.8096 -0.1607
N 0.4193 -1.9791 -0.8408
C 0.0340 -2.6293 -1.9725
C -0.7517 -2.0929 -2.9899
C 0.6223 -3.9591 -1.9995
C 1.3864 -4.0659 -0.8771
C 2.2056 -5.2323 -0.4216
C 1.4789 -6.0777 0.6278
C 0.4791 -4.9479 -3.1144
C 1.4131 -4.6467 -4.2891
C 2.8419 -0.8826 2.7283
C 2.6232 0.4294 3.0073
C 3.3667 1.3130 3.9581
C 4.4870 2.1050 3.2784
C 3.8802 -1.7927 3.3036
C 5.1260 -1.9089 2.4204
N -0.2234 2.0170 -0.0210
C 0.6308 5.2539 1.6310
C 2.0704 5.6276 1.2676
H -2.2446 3.6676 -6.3003
H -1.1825 2.2519 -6.3315
H -1.0472 3.4150 -5.0200
H -3.4839 1.6287 -5.5451
H -3.3687 2.7980 -4.2533
H -3.1397 -0.5081 -5.9878
H -2.6991 -1.9977 -5.1901
H -0.7783 -0.2198 -6.7867
H -1.4473 -1.7649 -7.3321
H -0.3169 -1.7068 -5.9704
H -1.9282 3.4070 -2.5896
H -1.0765 5.4212 -2.1020
H -0.5032 6.3480 -0.7396
H -3.2470 4.9837 -0.8970
H -2.9557 6.7197 -1.0918
H -2.6707 5.9307 0.4674
H 1.5349 2.8930 2.7171
H 2.5431 -3.2431 1.4482
H -1.0150 -2.7681 -3.7965
H 3.1552 -4.8787 -0.0101
H 2.4675 -5.8565 -1.2802
H 1.2191 -5.4716 1.4968
H 2.0962 -6.9143 0.9624
H 0.5493 -6.4777 0.2199
H -0.5568 -4.9648 -3.4642
H 0.6835 -5.9532 -2.7366
H 1.2190 -3.6516 -4.6918
H 1.2884 -5.3753 -5.0932
H 2.4546 -4.6692 -3.9635
H 3.7861 0.7073 4.7656
H 2.6695 2.0067 4.4354
H 5.2269 1.4307 2.8447
H 4.9956 2.7613 3.9879
H 4.0877 2.7170 2.4683
H 3.4523 -2.7863 3.4622
H 4.1708 -1.4289 4.2926
H 4.8632 -2.2725 1.4260
H 5.8573 -2.5926 2.8569
H 5.6012 -0.9346 2.2965
H 0.5839 4.9645 2.6843
H -0.0116 6.1332 1.5360
H 2.7294 4.7648 1.3762
H 2.4478 6.4306 1.9046
H 2.1302 5.9552 0.2283
Br -6.5183 -1.9705 5.4432
C -5.0817 -1.5436 4.2424
C -4.6542 -0.2340 4.1291
C -3.6093 0.0492 3.2506
C -2.9563 -0.9115 2.4613
C -3.4493 -2.2138 2.6386
C -4.4899 -2.5501 3.5034
H -5.1264 0.5465 4.7149
H -3.3028 1.0943 3.1923
H -3.0114 -3.0386 2.0736
H -4.8333 -3.5737 3.6021

As for the LUMO energy: 1.654 eV. The net charge is -1. The calculation puts the gap between HOMO and LUMO at 5.02 eV.

***

Entry 3:
DFT (ωB97M-V/def2-TZVPD) results for 2 unconnected molecules or ions with the total composition C2H5NO2S.

Cartesian coordinates (Å):
C 0.2012 0.3213 1.2467
C -1.1412 -0.0241 -0.8956
N -0.0261 0.5807 -0.2092
O 1.7552 -1.3930 -0.3566
O 2.5648 0.9684 0.0199
S 1.5050 -0.0550 0.0753
H -0.0911 1.1571 1.9602
H -0.6306 -1.0940 1.3795
H -1.8179 0.7186 -1.3777
H -0.6885 -0.5131 -1.6385
H -1.6310 -0.6669 -0.2039

As for the energy relative to the best compared isomer or geometry (same formula, charge and spin): 128.46 kcal per mole. As for the LUMO energy: 0.301 eV. The calculation puts the gap between HOMO and LUMO at 10.51 eV.

***

Entry 4:
DFT (ωB97M-V/def2-TZVPD) results for a molecular structure, C29H25F3NO10S5SbZr.

Cartesian coordinates (Å):
Zr 0.1773 1.2031 0.1675
O -5.8753 0.3132 -1.5374
C -4.6038 0.5748 -1.1337
C -4.2220 0.4964 0.2027
C -2.9086 0.7795 0.5140
N -2.0272 1.0748 -0.4269
C -2.3818 1.1519 -1.7036
C -3.6773 0.9292 -2.1096
C -1.2032 1.4588 -2.6142
O -1.3648 1.4928 -3.8285
O -0.1118 1.6140 -1.9662
C -2.3090 0.7551 1.9138
O -3.0281 0.5039 2.8629
O -1.0446 1.0017 1.9080
H -6.3711 -0.0462 -0.7934
H -4.9100 0.2336 0.9972
H -3.9430 0.9879 -3.1544
S -0.5938 3.7799 0.4039
S 0.5898 4.1399 2.0277
S 2.1622 2.6950 1.6701
S 2.3345 2.5616 -0.3400
O 0.9961 -2.6108 0.8162
S 1.3403 -1.3924 0.1146
O 2.4152 -1.5429 -0.8377
O 0.0935 -0.8338 -0.6027
O 1.5755 -0.2256 1.0554
C 0.8460 -0.3045 4.4291
C 0.4921 -1.7321 4.0765
O -0.7119 -1.7270 3.3475
C -1.1261 -3.0083 2.9469
C -2.2118 -2.8355 1.9062
H 1.6892 -0.2891 5.1248
H -0.0095 0.1889 4.8925
H 1.1166 0.2533 3.5346
H 0.3687 -2.3396 4.9910
H 1.2836 -2.1914 3.4701
H -1.4994 -3.5716 3.8203
H -0.2827 -3.5585 2.5156
H -3.0378 -2.2466 2.3094
H -2.5863 -3.8089 1.5769
H -1.7936 -2.3080 1.0470
F -0.9853 -1.5214 -9.8845
C -0.7140 -1.5325 -8.5505
C -0.8277 -2.7240 -7.8627
C -0.5440 -2.7267 -6.5033
C -0.1467 -1.5661 -5.8379
C -0.0505 -0.3884 -6.5763
C -0.3370 -0.3581 -7.9382
Sb 0.2822 -1.4363 -3.7116
C 1.0491 -3.4553 -3.5545
C 1.6874 -4.0848 -4.6212
C 2.2559 -5.3470 -4.4865
C 2.1757 -5.9702 -3.2606
F 2.7176 -7.2125 -3.1229
C 1.5682 -5.3816 -2.1726
C 1.0089 -4.1212 -2.3284
C -1.7553 -1.9539 -3.1703
C -2.8032 -1.7368 -4.0631
C -4.1207 -2.0265 -3.7241
C -4.3762 -2.5287 -2.4662
F -5.6610 -2.8189 -2.1199
C -3.3768 -2.7354 -1.5407
C -2.0671 -2.4415 -1.9010
H -1.1366 -3.6203 -8.3854
H -0.6399 -3.6554 -5.9508
H 0.2219 0.5345 -6.0754
H -0.2743 0.5559 -8.5141
H 1.7477 -3.5936 -5.5868
H 2.7532 -5.8402 -5.3120
H 1.5512 -5.8889 -1.2171
H 0.5703 -3.6567 -1.4573
H -2.6053 -1.3189 -5.0417
H -4.9373 -1.8515 -4.4129
H -3.6170 -3.1050 -0.5512
H -1.2929 -2.5698 -1.1575

As for the energy relative to the best compared isomer or geometry (same formula, charge and spin): 0.00 kcal per mole. As for the LUMO energy: 4.007 eV. The net charge is -2. The calculation puts the gap between HOMO and LUMO at 5.94 eV.